[1]
13
Properties=species:S:1:pos:R:3:mulliken_charge:R:1 method="wB97M-V/def2-TZVPD" fmax_ev_per_a=0.620 gap_ha=0.3028 charge=0 homo_energy_ev=-8.4 total_energy_ha=-249.3103
C 1.21 -0.09 0.49 -0.697
C 0.58 1.27 0.71 -0.319
C 0.54 -0.62 -0.79 -0.425
C -0.89 -0.12 -0.63 -0.109
N -1.53 -0.16 0.64 -0.531
C -0.81 1.10 0.28 -0.203
H 2.30 -0.08 0.46 0.337
H 0.95 -0.72 1.37 0.283
H 0.98 -0.09 -1.64 0.269
H 0.65 -1.69 -0.97 0.324
H -1.56 -0.13 -1.48 0.390
H -1.00 -0.67 1.34 0.282
H -1.47 1.96 0.15 0.399

***

[2]
10
Properties=species:S:1:pos:R:3:mulliken_charge:R:1 method="wB97M-V/def2-TZVPD" fmax_ev_per_a=5.333 gap_ha=0.3829 charge=0 homo_energy_ev=-9.5 smiles=CN(N)C#N total_energy_ha=-243.3518
C 0.83 1.12 0.08 -0.737
N -0.19 -0.25 -0.54 -0.254
N 0.28 -1.41 0.05 -0.434
C -1.37 0.21 -0.18 0.456
N -2.41 0.44 0.28 -0.469
H 0.26 1.92 -0.26 0.326
H 0.86 0.77 1.07 0.379
H 1.61 0.94 -0.54 0.273
H 0.34 -2.02 -0.75 0.243
H -0.21 -1.71 0.80 0.217

***

[3]
78
Properties=species:S:1:pos:R:3:mulliken_charge:R:1 method="wB97M-V/def2-TZVPD" fmax_ev_per_a=1.518 gap_ha=0.2630 charge=-1 homo_energy_ev=-5.2 total_energy_ha=-3505.1539
Ti 0.09 0.58 -0.25 -0.402
O 1.18 -1.56 5.34 -0.582
C 0.94 -1.24 4.21 0.401
C -0.30 -0.46 3.74 -0.022
O -1.24 -0.14 4.42 -0.675
C -0.04 -0.24 2.33 1.318
C 1.16 -0.79 1.90 0.927
O 1.46 -0.62 0.66 -0.436
C 1.83 -1.50 2.99 -0.424
O 2.84 -2.16 2.98 -0.624
O -0.73 0.39 1.41 -0.731
C -4.32 -3.28 -0.31 -1.874
C -2.85 -2.92 -0.34 1.149
O -2.48 -1.83 0.04 -0.378
C -1.87 -3.95 -0.83 0.781
C -2.31 -5.25 -1.10 -0.784
C -1.44 -6.26 -1.48 -0.874
C -0.09 -5.98 -1.59 -0.601
C 0.37 -4.70 -1.34 -0.435
C -0.50 -3.69 -0.97 0.160
O 0.10 -2.48 -0.70 0.099
H -4.87 -2.39 -0.01 0.343
H -4.51 -4.08 0.40 0.438
H -4.66 -3.60 -1.30 0.437
H -3.36 -5.48 -1.00 0.367
H -1.82 -7.25 -1.69 0.382
H 0.60 -6.76 -1.88 0.415
H 1.42 -4.46 -1.42 0.479
O -1.38 -0.62 -3.24 -0.708
Cl -1.13 1.73 -2.34 1.008
O 0.32 1.36 -2.25 -0.384
O -1.22 3.18 -2.19 -0.558
O -1.64 1.13 -1.02 -0.199
C 5.88 3.73 0.42 -1.726
C 4.84 2.74 -0.06 -0.140
C 5.21 1.62 -0.78 -0.975
C 4.23 0.74 -1.24 0.047
C 4.59 -0.49 -2.02 -1.575
C 2.91 1.00 -0.95 -0.101
C 2.49 2.07 -0.14 1.746
C 3.51 2.96 0.26 -0.394
N 1.13 2.14 0.22 1.242
C 0.63 3.35 0.96 1.165
C 1.20 3.39 2.40 -0.986
C 0.74 4.65 3.13 0.323
C -0.78 4.62 3.29 -1.486
C -1.41 4.57 1.90 0.437
C -1.05 5.83 1.12 -1.532
C 0.46 5.88 0.95 0.312
C 1.14 5.89 2.33 -1.302
C 0.92 4.64 0.16 -1.184
C -0.91 3.33 1.13 -2.150
H 6.89 3.39 0.19 0.400
H 5.81 3.88 1.49 0.340
H 5.73 4.70 -0.07 0.314
H 6.26 1.43 -1.01 0.252
H 5.64 -0.49 -2.31 0.406
H 3.98 -0.58 -2.92 0.340
H 4.40 -1.38 -1.41 0.273
H 2.18 0.32 -1.38 0.156
H 3.30 3.83 0.85 0.321
H 2.28 3.34 2.41 0.479
H 0.84 2.50 2.92 0.193
H 1.21 4.68 4.12 0.345
H -1.13 5.50 3.83 0.532
H -1.07 3.73 3.86 0.500
H -2.50 4.49 1.99 0.362
H -1.41 6.72 1.65 0.542
H -1.53 5.81 0.14 0.502
H 0.75 6.78 0.40 0.276
H 0.85 6.80 2.87 0.572
H 2.23 5.92 2.20 0.486
H 1.97 4.75 -0.09 0.692
H 0.37 4.57 -0.78 0.332
H -1.39 3.31 0.16 0.513
H -1.22 2.45 1.69 0.364
O -0.92 -1.63 -2.38 -0.082
C -0.19 -1.35 -1.39 -0.145

***

[4]
27
Properties=species:S:1:pos:R:3:mulliken_charge:R:1 method="wB97M-V/def2-TZVPD" fmax_ev_per_a=2.626 gap_ha=0.3190 charge=0 homo_energy_ev=-7.8 smiles=Cc1c[nH]c2ccccc12.CC total_energy_ha=-482.8846
C -1.95 1.82 1.61 -1.419
C -1.13 0.60 1.33 0.615
C -1.53 -0.66 1.67 -0.747
N -0.44 -1.53 1.50 -0.039
C 0.62 -0.86 0.97 -0.363
C 1.76 -1.28 0.35 -0.491
C 2.50 -0.37 -0.44 -0.602
C 2.23 0.97 -0.29 -0.575
C 1.05 1.49 0.26 -0.601
C 0.21 0.56 0.86 1.083
H -1.88 2.61 0.85 0.334
H -1.83 2.25 2.61 0.299
H -3.01 1.59 1.51 0.391
H -2.51 -0.91 2.04 0.397
H -0.60 -2.51 1.58 0.181
H 2.09 -2.31 0.35 0.375
H 3.29 -0.81 -1.02 0.410
H 2.81 1.72 -0.81 0.342
H 0.82 2.55 0.29 0.400
C -0.58 -0.15 -2.54 -0.523
C -1.54 -0.58 -3.70 -1.075
H -0.04 -1.02 -2.15 0.215
H 0.19 0.53 -2.91 0.338
H -1.17 0.29 -1.75 0.123
H -0.89 -0.86 -4.54 0.286
H -2.02 -1.51 -3.39 0.316
H -2.13 0.27 -3.99 0.330